# C33H88O11

11 unconnected molecules or ions with the total composition C33H88O11 (the ωB97M-V functional and the def2-TZVPD basis, OMol25).

Cartesian coordinates (Å):
1 C -5.3699 3.2690 0.8618
2 C -5.9989 3.1150 -0.5031
3 C -4.9952 3.3552 -1.6237
4 O -6.5520 1.7662 -0.5720
5 H -5.0389 4.2957 0.9954
6 H -4.5524 2.5567 0.9812
7 H -6.1015 3.0109 1.6319
8 H -6.8400 3.8147 -0.5752
9 H -4.8763 4.4411 -1.7599
10 H -5.4154 3.0401 -2.5833
11 H -3.9999 2.9510 -1.4681
12 H -7.0466 1.6951 -1.3945
13 C 1.6944 -4.3409 1.6541
14 C 1.8351 -5.0689 0.3432
15 C 2.5074 -6.4288 0.4979
16 O 0.5223 -5.2015 -0.2352
17 H 1.3638 -3.3169 1.4711
18 H 2.6376 -4.3480 2.1946
19 H 0.9145 -4.7911 2.2761
20 H 2.4944 -4.4720 -0.3076
21 H 1.8330 -7.1266 1.0005
22 H 3.4472 -6.3394 1.0438
23 H 2.7372 -6.8812 -0.4728
24 H 0.6311 -5.4606 -1.1569
25 C -1.4022 -2.8034 1.9655
26 C -2.3473 -3.8994 1.4618
27 C -2.8581 -3.5509 0.0610
28 O -1.7206 -5.1696 1.4846
29 H -0.9555 -3.1013 2.9129
30 H -1.9310 -1.8485 2.0281
31 H -0.6063 -2.6288 1.2310
32 H -3.2101 -3.8937 2.1295
33 H -3.7308 -4.1441 -0.2136
34 H -2.0783 -3.7350 -0.6870
35 H -3.1009 -2.4895 -0.0425
36 H -1.0438 -5.1517 0.7915
37 C 7.4653 2.3216 0.7227
38 C 6.1401 1.8836 0.1354
39 C 4.9849 2.0250 1.1235
40 O 5.8176 2.6508 -1.0311
41 H 7.4701 3.3905 0.9464
42 H 8.3033 2.1049 0.0536
43 H 7.7118 1.7388 1.6165
44 H 6.1551 0.8285 -0.1522
45 H 5.1393 1.4860 2.0613
46 H 4.0626 1.6991 0.6446
47 H 4.8658 3.0779 1.4169
48 H 5.8201 3.5841 -0.7930
49 C -6.3821 -1.5898 1.2112
50 C -6.4459 -0.5894 2.3488
51 C -5.0698 -0.0553 2.6901
52 O -7.3288 0.4822 2.0066
53 H -7.3596 -1.9590 0.9100
54 H -5.7989 -2.4574 1.5245
55 H -5.8900 -1.1217 0.3531
56 H -6.8580 -1.0594 3.2444
57 H -5.1581 0.5978 3.5563
58 H -4.6241 0.4477 1.8316
59 H -4.4146 -0.8860 2.9742
60 H -7.0331 0.8610 1.1628
61 C -0.1880 3.5242 4.3093
62 C -1.5531 2.9594 4.5904
63 C -2.0087 2.0290 3.4882
64 O -1.4836 2.2752 5.8376
65 H -0.1686 4.0652 3.3667
66 H 0.5387 2.7105 4.3251
67 H 0.0767 4.2261 5.1033
68 H -2.2884 3.7752 4.6492
69 H -1.3994 1.1222 3.4856
70 H -1.8952 2.5086 2.5122
71 H -3.0659 1.7705 3.5679
72 H -2.3774 2.0042 6.0719
73 C 0.7215 -0.1658 0.2649
74 C -0.5311 0.1228 -0.5501
75 C -1.2255 1.3997 -0.0786
76 O -0.2097 0.2163 -1.9543
77 H 1.2163 -1.0548 -0.1390
78 H 0.4290 -0.4116 1.2913
79 H 1.4587 0.6407 0.2826
80 H -1.1909 -0.7404 -0.4717
81 H -2.0101 1.1518 0.6369
82 H -1.6343 1.9429 -0.9330
83 H -0.5201 2.0909 0.3929
84 H 0.1776 1.0830 -2.1769
85 C 4.1157 -1.7730 0.8312
86 C 5.5860 -1.9434 1.2478
87 C 5.7956 -3.2466 2.0018
88 O 6.4639 -1.9487 0.1236
89 H 3.4422 -1.9145 1.6739
90 H 3.8794 -2.2880 -0.0969
91 H 3.9873 -0.7016 0.6008
92 H 5.8345 -1.0937 1.9023
93 H 5.7886 -4.0744 1.2862
94 H 5.0275 -3.4407 2.7521
95 H 6.7700 -3.2738 2.4965
96 H 6.0179 -1.7426 -0.7238
97 C 3.6206 -0.0787 -2.8994
98 C 4.1841 -1.4726 -3.0343
99 C 4.2944 -1.8541 -4.5103
100 O 5.4770 -1.5162 -2.4259
101 H 3.7373 0.3267 -1.8912
102 H 2.5610 -0.0586 -3.1582
103 H 4.1394 0.6078 -3.5754
104 H 3.5501 -2.1854 -2.5079
105 H 3.3683 -1.5482 -5.0033
106 H 4.5176 -2.9062 -4.6604
107 H 5.0996 -1.2769 -4.9730
108 H 5.9280 -0.7005 -2.6820
109 C -3.1475 1.2489 -4.0089
110 C -3.5822 0.2419 -2.9452
111 C -4.9538 -0.3257 -3.2463
112 O -2.6496 -0.8429 -2.8764
113 H -2.2284 1.7614 -3.7094
114 H -3.9247 1.9820 -4.2291
115 H -2.9336 0.7063 -4.9334
116 H -3.6212 0.7228 -1.9542
117 H -5.3057 -1.0109 -2.4743
118 H -4.9375 -0.8602 -4.2026
119 H -5.7017 0.4642 -3.3594
120 H -1.8136 -0.4271 -2.5842
121 C 2.8175 3.7881 -2.4892
122 C 1.4421 3.3967 -2.0166
123 C 0.6046 4.5655 -1.5584
124 O 0.7334 2.6553 -3.0519
125 H 3.3500 2.9210 -2.8654
126 H 3.4411 4.1451 -1.6627
127 H 2.8270 4.5739 -3.2490
128 H 1.5364 2.6905 -1.1836
129 H 0.5301 5.3055 -2.3620
130 H 1.0736 5.0524 -0.7015
131 H -0.3947 4.2326 -1.2867
132 H 0.3646 3.2901 -3.6761

Properties
HOMO: -9.55 eV
SMILES: CC(C)O.CC(C)O.CC(C)O.CC(C)O.CC(C)O.CC(C)O.CC(C)O.CC(C)O.CC(C)O.CC(C)O.CC(C)O
Largest force on an atom: 1.85 eV/A
Relative energy (zero: lowest compared OMol25 entry of this formula, charge and spin): 21.7 kcal/mol
DFT total energy: -58170.9785 eV
Frontier orbital gap: 0.361 Ha
Charge: 0

---

# C33H88O11

11 unconnected molecules or ions with the total composition C33H88O11 (the ωB97M-V functional and the def2-TZVPD basis, OMol25).

Cartesian coordinates (Å):
1 C 6.0698 -1.6295 -1.9610
2 C 4.7031 -2.1579 -1.5340
3 C 4.4358 -2.4576 -0.0631
4 O 3.7872 -1.1385 -1.9052
5 H 6.3358 -1.9384 -2.9719
6 H 6.8773 -1.9597 -1.3075
7 H 6.0970 -0.5412 -1.9072
8 H 4.4559 -3.0785 -2.0626
9 H 4.7297 -1.6462 0.6027
10 H 5.1943 -3.1536 0.2952
11 H 3.4120 -2.7880 0.1125
12 H 3.8554 -0.9168 -2.8368
13 C 1.8602 5.2020 1.4850
14 C 0.8654 4.3470 0.7592
15 C 1.5551 3.5838 -0.4156
16 O 0.3496 3.3699 1.6725
17 H 2.1213 6.0305 0.8266
18 H 2.8221 4.7318 1.6891
19 H 1.4305 5.6565 2.3777
20 H 0.0334 4.9363 0.3735
21 H 0.7902 3.0104 -0.9392
22 H 2.3620 2.9103 -0.1269
23 H 1.9526 4.2441 -1.1864
24 H 1.0420 3.1787 2.3094
25 C -2.3051 3.5298 -1.7501
26 C -1.9199 4.6593 -2.6798
27 C -0.4382 4.9035 -2.8841
28 O -2.4318 4.4108 -3.9496
29 H -1.7004 2.6494 -1.9676
30 H -3.3430 3.2011 -1.8033
31 H -2.0819 3.6931 -0.6957
32 H -2.3651 5.5977 -2.3490
33 H -0.3169 5.6805 -3.6388
34 H 0.2001 4.0885 -3.2252
35 H 0.0763 5.1968 -1.9691
36 H -3.3833 4.4238 -3.8224
37 C -3.8302 -1.6417 3.1250
38 C -2.7309 -2.1386 4.0396
39 C -1.7525 -1.0675 4.4794
40 O -3.4296 -2.5212 5.2154
41 H -4.5043 -0.9739 3.6613
42 H -4.4367 -2.4591 2.7350
43 H -3.3912 -1.1275 2.2700
44 H -2.1853 -3.0021 3.6591
45 H -1.0968 -0.9047 3.6240
46 H -1.1589 -1.4358 5.3160
47 H -2.3083 -0.1516 4.6803
48 H -3.6770 -3.4452 5.2965
49 C 2.0435 -3.9650 -4.9595
50 C 3.5141 -4.2349 -5.1411
51 C 3.7837 -5.6913 -5.6564
52 O 4.0486 -3.3148 -6.0308
53 H 1.5777 -4.6446 -4.2459
54 H 1.5036 -4.0686 -5.9007
55 H 1.8575 -2.9185 -4.7177
56 H 3.9733 -4.1035 -4.1613
57 H 3.1519 -5.8983 -6.5201
58 H 3.6097 -6.4226 -4.8670
59 H 4.7922 -5.6871 -6.0698
60 H 4.0985 -3.7180 -6.9006
61 C -4.9800 1.0930 -0.5278
62 C -6.1338 0.2775 0.0753
63 C -7.4507 1.1420 0.0479
64 O -6.2368 -0.9012 -0.6918
65 H -5.1952 1.4208 -1.5448
66 H -4.1239 0.4286 -0.6452
67 H -4.6799 1.9956 0.0044
68 H -5.8212 0.0964 1.1037
69 H -7.7692 1.5221 -0.9228
70 H -7.2492 2.0220 0.6587
71 H -8.2435 0.5467 0.5008
72 H -7.1597 -0.9637 -0.9486
73 C -5.0773 -3.8603 -2.2778
74 C -4.1284 -3.8517 -1.0265
75 C -2.9508 -2.8841 -1.2234
76 O -4.9506 -3.3945 0.0153
77 H -4.6555 -4.4335 -3.1034
78 H -5.2301 -2.8541 -2.6680
79 H -6.0500 -4.2495 -1.9769
80 H -3.8486 -4.8495 -0.6885
81 H -3.3498 -1.8789 -1.3595
82 H -2.3030 -3.1815 -2.0481
83 H -2.3362 -2.8594 -0.3235
84 H -5.3057 -2.5378 -0.2331
85 C 5.2144 3.1520 -0.7385
86 C 5.3117 2.4688 0.6327
87 C 4.9985 0.9971 0.6522
88 O 6.6387 2.6148 1.0987
89 H 6.0564 2.8867 -1.3778
90 H 5.2720 4.2142 -0.5009
91 H 4.2817 2.7885 -1.1699
92 H 4.6216 3.0129 1.2775
93 H 5.7721 0.4909 0.0747
94 H 4.0451 0.7813 0.1698
95 H 5.1468 0.5636 1.6412
96 H 6.7287 2.2419 1.9787
97 C 0.5365 -1.3594 -1.8783
98 C 0.8399 -0.1645 -0.9283
99 C -0.3454 0.1927 -0.0091
100 O 1.8706 -0.5241 -0.0923
101 H -0.3359 -1.1487 -2.4969
102 H 0.3876 -2.2809 -1.3155
103 H 1.4154 -1.6584 -2.4494
104 H 1.1306 0.7820 -1.3842
105 H -0.0421 0.9872 0.6727
106 H -0.6254 -0.5900 0.6959
107 H -1.2152 0.4039 -0.6312
108 H 2.6322 -0.7295 -0.6395
109 C -2.4278 3.3071 4.3553
110 C -2.6107 2.5105 3.0861
111 C -4.0181 1.9915 2.9607
112 O -2.3668 3.3738 1.9945
113 H -3.1731 4.0930 4.4778
114 H -1.4360 3.7583 4.3256
115 H -2.4772 2.6446 5.2195
116 H -1.9377 1.6540 3.1245
117 H -4.2059 1.2470 2.1870
118 H -4.7334 2.7853 2.7458
119 H -4.2938 1.5423 3.9148
120 H -1.4214 3.2736 1.8613
121 C 3.2639 -1.6411 4.4248
122 C 2.6599 -1.8277 3.0343
123 C 1.6292 -2.9731 3.0378
124 O 2.0221 -0.6183 2.6311
125 H 3.9828 -0.8288 4.3179
126 H 3.6827 -2.5914 4.7559
127 H 2.5872 -1.2578 5.1886
128 H 3.4932 -2.0537 2.3690
129 H 0.8134 -2.8237 3.7451
130 H 2.1378 -3.8100 3.5164
131 H 1.2768 -3.3568 2.0803
132 H 1.8647 -0.6605 1.6850

Properties
Spin multiplicity: 2
HOMO (alpha / beta): -11.27 / -11.27 eV
Largest force on an atom: 3.01 eV/A
Relative energy (zero: lowest compared OMol25 entry of this formula, charge and spin): 0.0 kcal/mol
DFT total energy: -58159.8633 eV
Frontier orbital gap (alpha / beta): 0.330 / 0.090 Ha
Charge: +1

---

- Which formula does entry 1 have?
  C33H88O11